[1]
Formula: C30H40BN4O4Pd
Source: the Open Molecules 2025 dataset
Level of theory: the ωB97M-V functional and the def2-TZVPD basis

The geometry in XYZ format:
```
80
Properties=species:S:1:pos:R:3:lowdin_charge:R:1
Pd -0.8445 -1.1192 -1.2929 0.936
C 6.3407 -0.7461 -0.1689 -0.045
C 4.8420 -0.7026 -0.0192 -0.266
C 4.2472 -0.4389 1.1864 0.014
C 2.8411 -0.3865 1.3378 -0.121
C 2.3324 -0.0953 2.6063 -0.011
N 1.1608 0.4248 2.9034 0.078
C 0.3015 1.1819 2.0054 -0.157
C -0.4170 2.2840 2.7878 -0.122
C -1.6454 1.7758 3.5633 -0.142
N -2.7836 1.6301 2.6508 0.087
C -3.0006 0.5751 1.8834 0.018
C -2.6772 -0.7582 2.1666 -0.133
C -2.6350 -1.3270 3.4586 0.009
C -2.3194 -2.6496 3.6396 -0.260
C -2.3938 -3.3050 4.9931 -0.044
C -1.9471 -3.3965 2.5075 0.040
C -1.9181 -2.8846 1.2233 -0.104
C -1.4350 -3.7447 0.1434 -0.072
N -1.0104 -3.2833 -0.9555 -0.030
C -0.5457 -4.1006 -2.0644 -0.191
C -0.7885 -3.3356 -3.3755 -0.169
C 0.2530 -2.2380 -3.6839 -0.192
N 0.6835 -1.5297 -2.4826 -0.097
C 1.9340 -1.4819 -2.2267 -0.067
C 2.6213 -1.0245 -1.0348 -0.094
C 4.0058 -0.9745 -1.1114 0.034
C 1.9707 -0.7746 0.2337 -0.302
O 0.7556 -0.9825 0.4332 -0.053
C -2.3732 -1.5423 0.9964 -0.305
O -2.4982 -0.9825 -0.1400 -0.145
H 6.8319 -0.1098 0.5653 0.079
H 6.6447 -0.4193 -1.1628 0.080
H 6.7048 -1.7664 -0.0306 0.086
H 4.8651 -0.2188 2.0518 0.127
H 2.9795 -0.2727 3.4610 0.146
H 0.9165 0.4550 3.8817 0.149
H -0.4050 0.5326 1.4916 0.097
H 0.9273 1.6132 1.2245 0.133
H -0.7420 3.0503 2.0820 0.104
H 0.2821 2.7631 3.4780 0.124
H -1.9194 2.4772 4.3499 0.129
H -1.4409 0.8123 4.0215 0.101
H -3.0953 2.5055 2.2531 0.154
H -3.4389 0.7766 0.9104 0.156
H -2.9536 -0.7320 4.3082 0.125
H -2.5390 -2.5695 5.7824 0.077
H -1.4850 -3.8693 5.2053 0.083
H -3.2316 -4.0040 5.0294 0.088
H -1.6538 -4.4325 2.6487 0.131
H -1.4220 -4.8216 0.3461 0.139
H -1.0568 -5.0673 -2.0913 0.120
H 0.5243 -4.2956 -1.9362 0.126
H -1.7779 -2.8826 -3.3109 0.103
H -0.7930 -4.0356 -4.2129 0.115
H -0.1936 -1.5165 -4.3699 0.125
H 1.1228 -2.6883 -4.1774 0.117
H 2.6051 -1.8670 -3.0006 0.132
H 4.4631 -1.1902 -2.0723 0.127
C -0.3146 4.1964 -0.7907 -0.008
C -1.0201 3.1048 -1.5761 -0.475
C -2.4987 3.4513 -1.7397 -0.006
O -0.9609 1.8595 -0.8396 0.057
B -0.7910 0.8332 -1.7501 -0.632
O -0.5368 1.3121 -3.0131 0.078
C -0.3296 2.7386 -2.9300 -0.478
C -0.9296 3.4217 -4.1465 -0.002
C 1.1819 2.9632 -2.9093 -0.007
H -0.8759 4.4199 0.1185 0.078
H -0.2632 5.1074 -1.3887 0.100
H 0.6950 3.8986 -0.5110 0.085
H -2.9613 3.4960 -0.7517 0.084
H -3.0096 2.6809 -2.3176 0.101
H -2.6284 4.4176 -2.2265 0.095
H -1.9699 3.1402 -4.2954 0.089
H -0.3686 3.1357 -5.0357 0.095
H -0.8636 4.5053 -4.0319 0.098
H 1.6375 2.4851 -2.0398 0.091
H 1.4237 4.0266 -2.9099 0.093
H 1.6075 2.5119 -3.8052 0.097
```

The calculated total energy comes out at -50062.6536 eV. As for the strongest force on any atom: 1.16 eV/Å. The net charge is +1. The value obtained for the orbital gap (spin up / spin down) is 5.99 / 5.99 eV.

---

[2]
Formula: C30H40Br2FeN8O2S2
Source: the Open Molecules 2025 dataset
Level of theory: the ωB97M-V functional and the def2-TZVPD basis

The geometry in XYZ format:
```
85
Properties=species:S:1:pos:R:3:lowdin_charge:R:1
Fe -1.1104 -0.9980 0.5360 0.160
N -0.3674 -2.8661 0.8513 0.038
C 1.0488 -2.7880 1.2943 -0.258
C 1.5532 -4.0016 2.0733 -0.123
C 0.8847 -4.3599 3.4052 -0.147
C 1.1475 -3.4203 4.5853 -0.150
N 2.5609 -3.1416 4.8129 0.097
C 3.3672 -3.7742 5.6598 -0.414
N 4.6102 -3.3276 5.8360 0.220
N 2.9624 -4.8508 6.3306 0.229
C 1.2142 -1.4410 1.9953 -0.567
O 2.1695 -1.1993 2.6999 0.098
O 0.2769 -0.5740 1.7187 -0.215
H -0.9314 -3.3149 1.5719 0.102
H -0.4642 -3.4543 0.0273 0.134
H 1.6572 -2.7135 0.3888 0.142
H 2.6220 -3.8468 2.2319 0.128
H 1.4771 -4.8682 1.4129 0.131
H 1.2326 -5.3616 3.6684 0.122
H -0.2011 -4.4602 3.2982 0.116
H 0.7061 -3.8308 5.4943 0.127
H 0.6672 -2.4543 4.4389 0.118
H 2.9358 -2.3772 4.2637 0.130
H 4.9117 -2.4559 5.4348 0.138
H 5.2632 -3.8126 6.4284 0.139
H 2.0567 -5.2576 6.1833 0.120
H 3.5435 -5.2693 7.0380 0.142
S 0.3624 -0.7612 -1.1703 0.911
C 0.2652 0.9168 -1.5057 -0.524
N 1.2568 1.6152 -1.9574 -0.039
C 1.0437 3.0257 -2.3381 -0.046
C -0.3233 3.1784 -2.9456 -0.054
N -1.3326 2.6407 -2.0205 -0.050
C -2.6281 3.3661 -1.9788 -0.074
C -2.4435 4.7480 -1.4111 -0.235
C -2.5930 5.8658 -2.2224 -0.038
C -2.4155 7.1373 -1.6916 -0.046
C -2.0837 7.2894 -0.3542 -0.048
C -1.9364 6.1723 0.4605 -0.053
C -2.1181 4.9043 -0.0659 -0.043
C -1.0603 1.5936 -1.2975 -0.566
S -2.1002 0.9431 -0.1314 0.826
C 2.6347 1.0991 -2.1598 -0.074
C 2.9513 1.0122 -3.6300 -0.237
C 3.9152 1.8447 -4.1851 -0.037
C 4.1984 1.7714 -5.5431 -0.044
C 3.5136 0.8727 -6.3458 -0.047
C 2.5484 0.0379 -5.7938 -0.055
C 2.2691 0.1055 -4.4390 -0.044
H 1.8085 3.2811 -3.0690 0.142
H 1.1694 3.6486 -1.4495 0.161
H -0.3996 2.6572 -3.9032 0.158
H -0.5474 4.2330 -3.0959 0.142
H -3.3290 2.7696 -1.4002 0.099
H -2.9822 3.4119 -3.0103 0.146
H -2.8681 5.7503 -3.2650 0.122
H -2.5444 8.0065 -2.3219 0.120
H -1.9512 8.2799 0.0592 0.119
H -1.6979 6.2961 1.5085 0.113
H -2.0354 4.0321 0.5753 0.063
H 2.7084 0.1390 -1.6556 0.099
H 3.2950 1.8089 -1.6595 0.146
H 4.4602 2.5412 -3.5576 0.122
H 4.9563 2.4137 -5.9703 0.120
H 3.7362 0.8144 -7.4025 0.120
H 2.0262 -0.6723 -6.4207 0.115
H 1.5318 -0.5645 -4.0074 0.095
Br -2.4787 -0.1799 2.9360 0.777
C -1.1358 0.9278 3.8249 -0.960
Br -0.8244 2.6027 2.9726 0.685
H -0.2174 0.3578 3.8183 -0.013
H -1.5329 1.1016 4.8172 0.018
N -2.7110 -1.4204 -2.3377 0.152
C -3.3421 -2.0226 -1.3037 -0.352
C -4.5845 -2.6525 -1.5300 0.018
C -5.2344 -3.2743 -0.5053 -0.009
C -4.6452 -3.2875 0.7689 -0.031
C -3.4579 -2.6438 0.9288 -0.174
N -2.7983 -1.9853 -0.0707 -0.023
H -3.0740 -1.5645 -3.2645 0.123
H -1.7483 -1.1404 -2.2577 0.004
H -4.9995 -2.6359 -2.5287 0.131
H -6.1846 -3.7616 -0.6778 0.133
H -5.1102 -3.7858 1.6061 0.125
H -2.9756 -2.6416 1.8958 0.056
```

The calculated total energy comes out at -243898.2572 eV. The energy above the lowest of the compared OMol25 structures with the same formula, charge and spin is 0.0 kJ/mol. As for the strongest force on any atom: 0.38 eV/Å. The net charge is +3. Its expectation value of S² is 0.808. Its spin multiplicity is 2. The value obtained for the orbital gap (spin up / spin down) is 6.39 / 6.53 eV.

---

[3]
Formula: C30H40N2O3S2
Source: the Open Molecules 2025 dataset
Level of theory: the ωB97M-V functional and the def2-TZVPD basis

The geometry in XYZ format:
```
77
Properties=species:S:1:pos:R:3:lowdin_charge:R:1
C -1.2802 -4.8205 1.9007 -0.089
C -1.6486 -4.4430 0.4722 -0.233
N -2.8818 -3.6546 0.2981 -0.228
C -4.0420 -4.2305 0.9864 -0.285
C -5.3521 -3.6860 0.4346 -0.083
C -2.7150 -2.2693 0.5441 -1.086
S -2.8046 -1.5495 1.9916 0.743
S -2.5704 -1.2300 -0.9229 0.850
C -0.8106 -1.4037 -1.3782 -0.466
C 0.0260 -0.1573 -1.0291 -0.226
C 1.4848 -0.4738 -0.6417 -0.122
C 1.6994 -0.7061 0.8336 -0.124
C 0.9800 -1.6451 1.5754 -0.003
C 1.1850 -1.8374 2.9446 -0.035
C 2.1171 -1.0824 3.6431 0.013
C 2.8106 -0.1308 2.9238 -0.080
C 2.6183 0.0497 1.5574 -0.034
C 3.5194 1.1661 1.1374 -0.330
O 3.9678 1.4163 0.0601 0.162
N 3.8857 1.8975 2.3559 0.045
C 2.9449 2.9990 2.5695 -0.065
C 3.3474 3.8595 3.7783 -0.324
O 4.2715 4.6279 3.7146 0.144
C 2.5053 3.7009 5.0166 -0.166
C 2.9605 2.9022 6.0621 -0.024
C 2.1686 2.7410 7.1901 -0.071
C 0.9368 3.3725 7.2702 -0.088
C 0.4907 4.1741 6.2282 -0.079
C 1.2718 4.3372 5.0947 -0.033
C 3.8313 0.8628 3.3705 -0.340
O 4.5681 0.7870 4.3075 0.158
H -1.2142 -3.9517 2.5572 0.038
H -0.3070 -5.3157 1.9038 0.082
H -2.0027 -5.5094 2.3388 0.072
H -0.8257 -3.8948 0.0176 0.082
H -1.7700 -5.3536 -0.1202 0.122
H -4.0101 -5.3107 0.8327 0.121
H -3.9910 -4.0534 2.0665 0.090
H -6.1673 -4.3453 0.7363 0.075
H -5.3290 -3.6717 -0.6554 0.080
H -5.5641 -2.6803 0.7957 0.065
H -0.4050 -2.3053 -0.9310 0.041
H -0.7996 -1.5628 -2.4564 0.062
H 0.0699 0.4421 -1.9413 0.099
H -0.4660 0.4353 -0.2594 0.106
H 1.7957 -1.3679 -1.1922 0.131
H 2.1393 0.3302 -0.9688 0.103
H 0.2287 -2.2439 1.0804 0.077
H 0.5886 -2.5788 3.4612 0.102
H 2.2837 -1.2040 4.7046 0.125
H 1.9116 2.6491 2.7019 0.136
H 2.9757 3.6455 1.6906 0.142
H 3.9255 2.4229 5.9714 0.107
H 2.5246 2.1199 8.0014 0.105
H 0.3299 3.2355 8.1559 0.102
H -0.4718 4.6613 6.3097 0.103
H 0.9097 4.9555 4.2817 0.120
C 0.3456 1.7451 -8.2619 -0.111
C 0.1356 2.3258 -6.8667 -0.270
C 0.3105 1.3008 -5.7476 -0.231
C -0.6744 0.1308 -5.7893 -0.227
C -2.1491 0.5288 -5.7509 -0.263
C -2.5388 1.2731 -4.4785 -0.101
H -0.3843 0.9670 -8.4903 0.065
H 0.2470 2.5188 -9.0242 0.069
H 1.3426 1.3096 -8.3554 0.075
H -0.8556 2.7834 -6.8062 0.098
H 0.8528 3.1350 -6.7079 0.105
H 0.2312 1.8120 -4.7838 0.097
H 1.3281 0.8996 -5.7908 0.110
H -0.4642 -0.5280 -4.9390 0.097
H -0.4908 -0.4708 -6.6836 0.102
H -2.7529 -0.3788 -5.8313 0.105
H -2.3994 1.1379 -6.6236 0.099
H -2.3225 0.6694 -3.5928 0.053
H -3.6052 1.5012 -4.4676 0.072
H -2.0014 2.2175 -4.3805 0.068
```

The calculated total energy comes out at -62550.9602 eV. As for the strongest force on any atom: 0.85 eV/Å. The value obtained for the orbital gap is 7.67 eV. Its SMILES is CCN(CC)C(=S)SCCCc1cccc2c1C(=O)N(CC(=O)c1ccccc1)C2=O.CCCCCC.